# C3H3NS2

C3H3NS2 as an isolated structure in a non-equilibrium geometry (ωB97M-V/def2-TZVPD, the OMol25 dataset).

Structure (XYZ):
```
9
Properties=species:S:1:pos:R:3
C -0.13 0.54 -0.03
C 0.98 -0.31 0.08
C -2.55 -0.33 0.06
N -1.47 0.19 -0.04
S -4.10 -0.79 -0.02
S 1.21 -2.05 0.00
H -0.01 1.63 -0.30
H 1.97 0.23 0.02
H -0.48 -2.04 -0.42
```

Net charge ... 0
Spin multiplicity ... 1
LUMO ... -0.39 eV
Orbital gap ... 8.01 eV
Energy relative to the best compared isomer or geometry (same formula, charge and spin) ... 1.8610 eV

# C3H3ClNO

C3H3ClNO as an isolated structure in a non-equilibrium geometry (ωB97M-V/def2-TZVPD, the OMol25 dataset).

Structure (XYZ):
```
9
Properties=species:S:1:pos:R:3
C 0.30 0.94 -1.36
C -0.15 -0.16 -0.70
C -0.10 -0.62 0.70
N -0.42 -0.13 1.78
O -0.77 0.16 2.85
Cl 0.61 -2.13 1.39
H 0.29 1.03 -2.37
H -0.59 -0.84 -1.38
H 0.84 1.75 -0.90
```

Net charge ... +1
Spin multiplicity ... 1
LUMO ... -7.94 eV
Orbital gap ... 7.80 eV
Energy relative to the best compared isomer or geometry (same formula, charge and spin) ... 3.0438 eV

# C13H19N2O5PS

A 2-piece molecular cluster, C13H19N2O5PS overall (ωB97M-V/def2-TZVPD, the OMol25 dataset).

Structure (XYZ):
```
41
Properties=species:S:1:pos:R:3
N 0.80 -0.95 2.09
P 0.34 0.43 1.52
C -1.39 0.55 0.96
C -2.41 1.15 1.59
C -2.34 1.90 2.88
C -2.45 3.42 2.66
C -1.51 3.85 1.56
N -2.14 4.19 0.34
O -0.31 3.82 1.69
C -3.79 1.08 0.98
O -4.77 1.37 1.63
C -3.91 0.63 -0.43
C -2.89 0.03 -1.04
C -1.62 -0.19 -0.31
O -0.78 -0.96 -0.72
H 1.13 -0.88 3.04
H 0.47 1.55 2.36
H 0.97 0.85 0.33
H -1.44 1.65 3.44
H -3.19 1.59 3.49
H -2.16 3.93 3.58
H -3.48 3.69 2.43
H -2.53 5.13 0.34
H -1.45 4.13 -0.40
H -4.86 0.79 -0.91
H -2.95 -0.33 -2.06
O 4.20 -5.06 -2.47
S 4.06 -3.70 -2.93
O 4.71 -3.29 -4.15
C 2.32 -3.28 -2.97
C 2.04 -2.72 -1.58
C 3.23 -1.81 -1.24
C 4.51 -2.58 -1.59
H 1.76 -4.17 -3.23
H 2.20 -2.52 -3.75
H 1.10 -2.18 -1.55
H 1.98 -3.54 -0.86
H 3.17 -0.90 -1.83
H 3.22 -1.53 -0.19
H 5.32 -1.95 -1.94
H 4.85 -3.20 -0.77
```

Net charge ... 0
Spin multiplicity ... 1
LUMO ... -1.87 eV
Orbital gap ... 7.20 eV
SMILES ... N=[PH2]C1=C(CCC(N)=O)C(=O)C=CC1=O.O=S1(=O)CCCC1

# C17H49O8S7

A 8-piece molecular cluster, C17H49O8S7 overall in a non-equilibrium geometry (ωB97M-V/def2-TZVPD, the OMol25 dataset).

Structure (XYZ):
```
81
Properties=species:S:1:pos:R:3
C 2.43 17.08 -13.89
C 1.16 16.62 -14.64
C 0.57 15.33 -14.15
O 0.27 17.73 -14.79
H 3.18 16.30 -13.77
H 2.05 17.27 -12.89
H 3.08 17.87 -14.27
H 1.52 16.32 -15.63
H -0.30 14.91 -14.64
H 0.37 15.38 -13.08
H 1.40 14.63 -14.15
C 0.46 22.69 -12.64
S 1.14 21.01 -12.48
O -0.07 20.10 -12.53
C 2.13 20.92 -14.03
H -0.25 22.88 -13.45
H 1.21 23.43 -12.94
H 0.15 23.03 -11.66
H 3.12 20.49 -13.91
H 2.27 21.95 -14.36
H 1.54 20.29 -14.71
C 2.76 17.96 -10.04
S 4.01 18.65 -8.90
O 3.26 19.37 -7.76
C 4.75 20.08 -9.82
H 3.25 17.69 -10.98
H 1.93 18.60 -10.34
H 2.29 17.03 -9.71
H 5.48 19.75 -10.56
H 5.44 20.60 -9.15
H 4.08 20.79 -10.29
C 4.09 18.06 -17.09
S 4.28 19.38 -18.33
O 5.75 19.66 -18.29
C 4.03 18.28 -19.77
H 3.36 17.34 -17.44
H 3.80 18.50 -16.14
H 5.04 17.53 -16.98
H 3.77 18.99 -20.56
H 3.21 17.57 -19.68
H 4.91 17.69 -20.01
C -2.58 13.35 -15.48
S -1.17 12.17 -15.22
O -1.67 10.86 -15.72
C -0.19 12.90 -16.67
H -2.85 13.45 -16.53
H -2.30 14.28 -14.98
H -3.38 12.84 -14.94
H 0.75 12.36 -16.72
H -0.02 13.97 -16.54
H -0.61 12.67 -17.65
C 2.28 12.77 -11.85
S 2.15 14.34 -10.84
O 1.86 13.89 -9.42
C 3.93 14.68 -11.01
H 2.51 13.01 -12.89
H 1.28 12.33 -11.81
H 2.87 11.98 -11.39
H 4.50 13.75 -10.95
H 4.33 15.25 -10.17
H 4.25 15.07 -11.97
C 3.29 13.70 -16.79
S 5.06 14.03 -16.86
O 5.37 15.15 -17.86
C 5.25 14.97 -15.29
H 3.12 12.94 -16.03
H 3.04 13.10 -17.67
H 2.60 14.55 -16.70
H 5.05 14.43 -14.37
H 4.62 15.85 -15.38
H 6.30 15.27 -15.23
C -1.23 14.25 -10.22
S -2.35 15.53 -10.96
O -1.53 16.33 -11.96
C -3.44 14.33 -11.89
H -0.53 14.73 -9.53
H -0.69 13.74 -11.01
H -1.79 13.49 -9.68
H -4.17 14.76 -12.57
H -3.91 13.75 -11.10
H -2.75 13.79 -12.54
```

Net charge ... -1
Spin multiplicity ... 1
LUMO ... 1.92 eV
Orbital gap ... 4.86 eV
Energy relative to the best compared isomer or geometry (same formula, charge and spin) ... 1.0364 eV

# C19H47NO2Si2

C19H47NO2Si2 as an isolated structure in a non-equilibrium geometry (ωB97M-V/def2-TZVPD, the OMol25 dataset).

Structure (XYZ):
```
71
Properties=species:S:1:pos:R:3
C -2.70 3.83 1.64
C -3.29 3.09 2.83
C -3.02 1.57 2.86
C -1.65 1.36 3.55
Si -2.84 0.76 1.18
O -4.10 1.05 0.10
Si -5.64 0.75 0.63
N -6.25 2.19 1.41
C -6.42 3.32 0.48
C -7.39 1.98 2.22
C -7.10 1.58 3.64
O -8.49 2.13 1.84
H -3.23 3.65 0.71
H -1.64 3.65 1.54
H -2.79 4.89 1.84
H -2.82 3.51 3.71
H -4.34 3.33 2.91
H -3.78 1.07 3.44
H -1.22 0.39 3.34
H -1.73 1.53 4.61
H -0.99 2.13 3.17
H -1.62 1.33 0.56
H -2.66 -0.71 1.26
H -5.70 -0.42 1.53
H -6.46 0.48 -0.57
H -5.52 3.42 -0.11
H -7.27 3.23 -0.18
H -6.49 4.23 1.05
H -7.30 0.53 3.79
H -7.65 2.21 4.32
H -6.05 1.75 3.84
C 4.25 2.03 2.16
C 4.23 1.49 0.73
C 3.00 1.93 -0.07
C 1.66 1.44 0.50
C 1.53 -0.08 0.64
C 1.63 -0.82 -0.68
H 3.40 1.66 2.74
H 5.16 1.72 2.67
H 4.21 3.12 2.16
H 4.31 0.40 0.75
H 5.12 1.85 0.21
H 3.10 1.58 -1.10
H 2.97 3.02 -0.12
H 0.86 1.80 -0.16
H 1.49 1.90 1.47
H 0.56 -0.30 1.10
H 2.29 -0.46 1.33
H 0.85 -0.48 -1.38
H 1.49 -1.89 -0.53
H 2.60 -0.68 -1.16
C 5.29 -2.00 -3.98
C 3.89 -2.60 -3.90
C 3.73 -3.61 -2.77
C 4.62 -4.85 -2.88
C 4.45 -5.66 -4.17
C 3.04 -6.23 -4.34
H 6.05 -2.76 -4.19
H 5.35 -1.26 -4.78
H 5.56 -1.50 -3.04
H 3.63 -3.05 -4.86
H 3.17 -1.79 -3.74
H 2.68 -3.92 -2.72
H 3.95 -3.12 -1.82
H 4.41 -5.51 -2.03
H 5.67 -4.56 -2.78
H 5.16 -6.48 -4.16
H 4.70 -5.04 -5.04
H 2.78 -6.88 -3.51
H 2.98 -6.82 -5.26
H 2.29 -5.44 -4.41
```

Net charge ... 0
Spin multiplicity ... 1
LUMO ... 0.79 eV
Orbital gap ... 10.57 eV

# C5H11I2N3O

A 2-piece molecular cluster, C5H11I2N3O overall in a non-equilibrium geometry (ωB97M-V/def2-TZVPD, the OMol25 dataset).

Structure (XYZ):
```
22
Properties=species:S:1:pos:R:3
C 0.05 0.91 -1.98
C 0.06 2.19 0.29
C -0.78 -0.84 1.28
C -1.33 -2.28 1.10
C -0.38 0.98 -0.51
N 3.01 0.50 -0.49
N 0.07 -0.26 0.21
N 1.10 -0.90 -0.16
O 1.36 -1.89 0.52
I -2.94 -2.17 -0.43
I 4.16 -0.97 -0.16
H 1.10 0.91 -1.97
H -0.21 0.06 -2.50
H -0.16 1.81 -2.68
H 1.01 2.53 0.03
H -0.18 2.28 1.27
H -0.50 3.01 -0.24
H -1.62 -0.19 1.68
H -0.15 -0.94 2.20
H -0.53 -3.08 0.81
H -1.64 -2.53 2.08
H -1.49 0.87 -0.34
```

Net charge ... 0
Spin multiplicity ... 1
LUMO (alpha / beta) ... -0.83 / -0.70 eV
Orbital gap (alpha / beta) ... 7.61 / 7.49 eV
Energy relative to the best compared isomer or geometry (same formula, charge and spin) ... 0.5747 eV

# CH5NS

A 2-piece molecular cluster, CH5NS overall in a non-equilibrium geometry (ωB97M-V/def2-TZVPD, the OMol25 dataset).

Structure (XYZ):
```
8
Properties=species:S:1:pos:R:3
C -2.28 0.10 0.00
S -1.84 1.57 -0.48
H -2.17 -0.26 1.08
H -3.15 -0.29 -0.38
N 2.53 -0.39 -0.25
H 1.83 0.41 -0.58
H 3.11 0.04 0.51
H 1.98 -1.18 0.11
```

Net charge ... 0
Spin multiplicity ... 1
LUMO ... -0.78 eV
Orbital gap ... 8.28 eV
SMILES ... C=S.N
Energy relative to the best compared isomer or geometry (same formula, charge and spin) ... 1.0317 eV

# C3H8S

A 2-piece molecular cluster, C3H8S overall in a non-equilibrium geometry (ωB97M-V/def2-TZVPD, the OMol25 dataset).

Structure (XYZ):
```
12
Properties=species:S:1:pos:R:3
C -2.29 -0.34 -0.04
C -1.99 0.79 -0.69
H -2.34 -1.31 -0.52
H -2.60 -0.31 1.00
H -1.49 0.81 -1.65
H -2.29 1.68 -0.16
C 0.74 -1.02 -0.26
S 1.73 0.35 0.44
H 1.48 -1.74 -0.61
H 0.14 -1.48 0.51
H 0.08 -0.73 -1.07
H 0.76 0.76 1.25
```

Net charge ... 0
Spin multiplicity ... 1
LUMO ... 1.05 eV
Orbital gap ... 10.05 eV
SMILES ... C=C.CS
Energy relative to the best compared isomer or geometry (same formula, charge and spin) ... 1.3941 eV